# 1
# C64H66BGeN6O6SSn

A structure of composition C64H66BGeN6O6SSn (ωB97M-V with the def2-TZVPD basis set, the Open Molecules 2025 dataset).

## Properties
**Charge**: -1
**Spin multiplicity**: 1

Last column: Mulliken charge in e.
Positions of all 146 atoms, in Å:
Sn 0.171 0.395 -0.418  3.622
C 0.371 4.426 1.497  -0.239
C 1.711 3.760 1.444  0.339
C 2.927 4.272 1.933  -1.666
C 3.855 3.278 1.691  1.159
C 5.309 3.287 2.046  -1.694
N 3.197 2.253 1.092  0.046
N 1.882 2.550 0.946  1.466
B 3.793 0.862 0.722  -2.780
N 3.735 0.619 -0.797  -0.003
N 2.578 0.511 -1.495  1.508
C 2.902 0.436 -2.780  0.219
C 1.906 0.346 -3.891  -1.403
C 4.301 0.484 -2.919  -1.736
C 4.794 0.609 -1.639  1.236
C 6.225 0.703 -1.216  -1.385
N 3.132 -0.264 1.554  0.121
N 1.786 -0.393 1.681  0.699
C 1.573 -1.272 2.652  0.017
C 0.199 -1.649 3.106  -0.432
C 2.796 -1.723 3.173  -1.654
C 3.761 -1.060 2.449  0.980
C 5.247 -1.161 2.586  -1.469
H 0.484 5.450 1.854  0.424
H -0.300 3.903 2.183  -0.477
H -0.120 4.454 0.521  -0.146
H 3.104 5.229 2.397  0.478
H 5.545 4.234 2.533  0.455
H 5.949 3.181 1.170  0.127
H 5.559 2.477 2.732  0.278
H 4.949 0.882 1.021  -0.080
H 0.927 0.686 -3.567  -0.152
H 1.805 -0.682 -4.243  0.219
H 2.241 0.962 -4.729  0.500
H 4.872 0.443 -3.833  0.480
H 6.856 0.660 -2.105  0.426
H 6.506 -0.119 -0.556  0.171
H 6.438 1.633 -0.689  0.142
H -0.554 -1.336 2.383  -0.594
H -0.016 -1.201 4.081  0.454
H 0.136 -2.733 3.216  0.344
H 2.956 -2.452 3.952  0.501
H 5.487 -2.031 3.198  0.421
H 5.670 -0.277 3.067  0.142
H 5.734 -1.275 1.617  0.192
C -3.452 0.956 -3.258  -2.533
C -2.116 0.381 -2.850  0.759
O -1.349 1.113 -2.230  0.369
C -1.740 -0.962 -3.306  0.270
C -2.543 -1.610 -4.255  -0.574
C -2.191 -2.806 -4.834  -1.174
C -0.984 -3.405 -4.451  -0.640
C -0.186 -2.819 -3.502  0.013
C -0.535 -1.594 -2.871  -0.120
O 0.262 -1.138 -1.963  -0.215
H -3.606 1.869 -2.688  0.235
H -4.260 0.259 -3.045  0.458
H -3.441 1.191 -4.325  0.491
H -3.470 -1.142 -4.562  0.412
H -2.833 -3.272 -5.570  0.406
H -0.680 -4.342 -4.903  0.416
H 0.743 -3.277 -3.184  0.418
O 0.917 2.722 -1.931  -0.204
S 0.210 3.912 -1.396  0.909
C 1.523 5.105 -1.078  0.216
C 2.814 4.603 -1.070  -0.403
C 3.860 5.448 -0.724  -0.519
C 3.607 6.768 -0.382  -0.846
C 2.305 7.255 -0.388  -0.803
C 1.253 6.420 -0.731  -0.549
C -0.563 4.723 -2.801  0.300
C -1.687 5.510 -2.613  -0.285
C -2.330 6.048 -3.721  -0.734
C -1.856 5.775 -4.996  -0.499
C -0.735 4.969 -5.170  -0.903
C -0.085 4.434 -4.069  -0.326
H 2.976 3.559 -1.314  0.310
H 4.873 5.065 -0.705  0.518
H 4.423 7.421 -0.099  0.406
H 2.109 8.286 -0.119  0.396
H 0.235 6.795 -0.733  0.445
H -2.065 5.689 -1.613  0.497
H -3.211 6.663 -3.590  0.402
H -2.372 6.175 -5.859  0.385
H -0.376 4.748 -6.167  0.429
H 0.768 3.774 -4.172  0.400
C -1.222 1.781 3.674  -1.128
C -1.925 2.266 2.432  -0.407
O -1.688 1.767 1.357  0.206
C -2.930 3.380 2.518  0.949
C -3.277 3.995 3.716  -0.422
C -4.200 5.032 3.728  -0.795
C -4.781 5.457 2.543  -0.413
C -4.445 4.839 1.343  -0.766
C -3.525 3.805 1.331  -0.377
H -0.352 1.200 3.369  -0.156
H -1.899 1.140 4.245  0.479
H -0.908 2.605 4.314  0.485
H -2.832 3.669 4.647  0.350
H -4.466 5.505 4.665  0.389
H -5.498 6.269 2.554  0.389
H -4.909 5.161 0.419  0.428
H -3.249 3.300 0.414  0.809
O -3.474 -0.690 -0.460  -0.751
C -2.771 -1.266 0.381  0.169
O -1.505 -1.255 0.489  0.236
C -3.492 -2.148 1.410  -0.942
C -3.654 -3.591 0.914  -1.234
Ge -2.093 -4.794 0.919  1.865
C -0.233 -4.369 0.518  0.306
C 0.777 -5.065 1.181  0.037
C 2.105 -4.907 0.804  -0.849
C 2.438 -4.042 -0.231  -1.221
C 1.441 -3.337 -0.891  0.118
C 0.113 -3.511 -0.526  0.924
C -2.104 -5.488 2.767  0.090
C -1.614 -4.632 3.758  -0.092
C -1.665 -4.978 5.102  -0.620
C -2.217 -6.194 5.484  -0.534
C -2.716 -7.053 4.517  -0.705
C -2.661 -6.701 3.173  -0.675
C -2.556 -6.179 -0.410  0.170
C -3.008 -5.741 -1.658  -0.248
C -3.345 -6.648 -2.656  -0.769
C -3.232 -8.012 -2.429  -0.464
C -2.759 -8.464 -1.207  -0.741
C -2.422 -7.554 -0.214  -0.239
H -4.482 -1.713 1.555  0.614
H -2.947 -2.129 2.358  0.040
H -4.085 -3.584 -0.089  0.623
H -4.341 -4.145 1.559  0.610
H 0.530 -5.725 2.007  0.353
H 2.881 -5.456 1.325  0.380
H 3.476 -3.906 -0.508  0.395
H 1.682 -2.632 -1.679  -0.543
H -0.649 -2.930 -1.029  -0.229
H -1.179 -3.678 3.473  -0.198
H -1.271 -4.301 5.850  0.474
H -2.265 -6.465 6.532  0.368
H -3.152 -8.001 4.809  0.407
H -3.073 -7.379 2.438  0.354
H -3.094 -4.679 -1.869  0.209
H -3.694 -6.282 -3.611  0.440
H -3.507 -8.719 -3.202  0.370
H -2.647 -9.527 -1.027  0.384
H -2.025 -7.930 0.721  0.307



# 2
# C64H71BNO3S

A cluster of 11 separate species, C64H71BNO3S in total (ωB97M-V with the def2-TZVPD basis set, the Open Molecules 2025 dataset).

## Properties
**Charge**: -1
**Spin multiplicity**: 1

Last column: Mulliken charge in e.
Positions of all 141 atoms, in Å:
C -0.112 0.149 1.716  -1.041
S 0.977 -1.209 1.311  1.250
O 0.243 -2.033 0.345  -0.729
O 1.277 -1.890 2.566  -0.844
B 2.534 -0.377 0.551  0.373
C 2.684 -0.744 -1.027  -0.687
C 3.267 0.372 -1.929  -0.465
C 4.041 1.393 -1.156  0.444
N 5.249 0.957 -0.644  -0.497
O 3.653 2.535 -0.967  -0.618
H -0.770 -0.097 2.529  0.444
H -0.638 0.409 0.811  0.269
H 0.547 0.970 1.948  0.182
H 3.461 -0.802 1.217  -0.248
H 2.404 0.811 0.782  -0.239
H 3.303 -1.626 -1.139  0.041
H 1.730 -1.025 -1.451  0.380
H 2.498 0.912 -2.457  0.111
H 3.924 -0.090 -2.657  0.428
H 5.251 -0.039 -0.489  0.144
H 5.420 1.439 0.224  0.319
C 0.023 4.299 3.205  -0.427
C -1.054 4.664 4.001  -0.523
C -2.332 4.712 3.462  -0.126
C -2.534 4.377 2.132  -0.305
C -1.460 4.002 1.340  -0.497
C -0.180 3.970 1.872  -0.513
H 1.021 4.271 3.620  0.382
H -0.896 4.919 5.041  0.361
H -3.173 5.009 4.075  0.278
H -3.531 4.408 1.711  0.326
H -1.618 3.739 0.302  0.432
H 0.656 3.687 1.246  0.606
C -0.327 5.358 -3.771  -0.591
C 0.651 4.859 -2.921  -0.564
C 1.635 4.013 -3.411  -0.196
C 1.641 3.671 -4.756  -0.548
C 0.665 4.170 -5.608  -0.434
C -0.321 5.012 -5.115  -0.400
H -1.093 6.020 -3.386  0.376
H 0.649 5.131 -1.874  0.588
H 2.392 3.620 -2.741  0.522
H 2.409 3.011 -5.139  0.460
H 0.672 3.900 -6.656  0.379
H -1.085 5.398 -5.777  0.381
C -0.739 -6.118 0.696  -0.486
C -0.654 -4.964 -0.076  -0.433
C -1.331 -4.903 -1.285  -0.752
C -2.100 -5.973 -1.717  -0.072
C -2.187 -7.121 -0.942  -0.088
C -1.500 -7.199 0.262  -0.572
H -0.202 -6.173 1.635  0.374
H -0.069 -4.113 0.250  0.618
H -1.258 -4.007 -1.887  0.420
H -2.632 -5.915 -2.659  0.303
H -2.786 -7.960 -1.277  0.290
H -1.558 -8.102 0.859  0.409
C 3.889 8.936 -2.431  -0.475
C 4.184 10.011 -3.259  -0.479
C 3.595 10.104 -4.511  -0.281
C 2.707 9.124 -4.932  -0.732
C 2.406 8.053 -4.103  0.128
C 3.001 7.957 -2.853  -0.281
H 4.352 8.860 -1.456  0.386
H 4.877 10.774 -2.928  0.367
H 3.832 10.935 -5.162  0.415
H 2.249 9.193 -5.910  0.353
H 1.711 7.291 -4.430  0.190
H 2.772 7.117 -2.211  0.406
C -6.734 2.498 5.021  -0.443
C -7.239 3.130 6.148  -0.374
C -7.139 4.507 6.278  -0.374
C -6.537 5.254 5.277  -0.377
C -6.035 4.622 4.149  -0.319
C -6.129 3.245 4.021  -0.343
H -6.809 1.423 4.923  0.371
H -7.712 2.547 6.927  0.358
H -7.529 4.997 7.160  0.352
H -6.460 6.329 5.375  0.354
H -5.567 5.206 3.367  0.454
H -5.730 2.753 3.145  0.338
C -4.726 -7.633 5.199  -0.405
C -3.759 -8.421 5.807  -0.331
C -2.503 -8.540 5.234  -0.500
C -2.217 -7.876 4.051  -0.213
C -3.185 -7.097 3.435  -0.133
C -4.441 -6.971 4.011  -0.640
H -5.704 -7.535 5.654  0.446
H -3.983 -8.935 6.733  0.369
H -1.746 -9.151 5.709  0.364
H -1.235 -7.966 3.603  0.342
H -2.955 -6.586 2.511  0.342
H -5.196 -6.359 3.536  0.370
C 7.443 -3.548 -1.174  -0.473
C 8.723 -3.475 -0.644  -0.370
C 8.947 -2.775 0.533  -0.340
C 7.891 -2.153 1.181  -0.547
C 6.611 -2.229 0.652  -0.135
C 6.386 -2.924 -0.527  -0.322
H 7.268 -4.092 -2.093  0.372
H 9.546 -3.963 -1.149  0.351
H 9.947 -2.714 0.944  0.349
H 8.064 -1.608 2.099  0.381
H 5.783 -1.749 1.160  0.383
H 5.387 -2.979 -0.938  0.343
C -2.979 -8.897 -5.696  -0.518
C -3.894 -8.621 -6.702  -0.349
C -5.092 -7.993 -6.396  -0.346
C -5.373 -7.636 -5.085  -0.515
C -4.458 -7.910 -4.080  -0.175
C -3.261 -8.543 -4.385  -0.162
H -2.044 -9.386 -5.934  0.361
H -3.672 -8.894 -7.725  0.353
H -5.807 -7.780 -7.180  0.352
H -6.305 -7.142 -4.847  0.355
H -4.675 -7.627 -3.058  0.373
H -2.547 -8.757 -3.600  0.277
C 6.418 6.037 -7.932  -0.402
C 5.439 6.344 -6.998  -0.556
C 5.459 7.570 -6.348  0.126
C 6.456 8.489 -6.637  -0.508
C 7.435 8.184 -7.572  -0.366
C 7.417 6.956 -8.219  -0.423
H 6.404 5.079 -8.436  0.365
H 4.660 5.628 -6.773  0.499
H 4.701 7.807 -5.617  0.201
H 6.469 9.445 -6.129  0.370
H 8.213 8.902 -7.797  0.356
H 8.182 6.715 -8.945  0.347
C -5.891 -3.322 9.690  -0.419
C -6.563 -4.454 9.254  -0.422
C -6.020 -5.234 8.244  -0.317
C -4.807 -4.886 7.671  0.099
C -4.136 -3.752 8.105  -0.610
C -4.678 -2.970 9.115  -0.340
H -6.314 -2.714 10.479  0.353
H -7.508 -4.729 9.704  0.354
H -6.544 -6.118 7.903  0.310
H -4.382 -5.500 6.888  0.226
H -3.189 -3.481 7.659  0.390
H -4.154 -2.086 9.453  0.371



# 3
# C64H90N6O30

A cluster of 16 separate species, C64H90N6O30 in total (ωB97M-V with the def2-TZVPD basis set, the Open Molecules 2025 dataset).

## Properties
**Spin multiplicity**: 1

Last column: Mulliken charge in e.
Positions of all 190 atoms, in Å:
C -5.932 -2.675 -1.273  -1.678
C -5.026 -1.410 -1.399  1.726
C -5.495 -0.434 -2.448  -0.291
O -5.852 0.684 -1.724  -0.301
C -5.654 0.428 -0.386  0.628
O -5.898 1.302 0.465  -0.722
O -5.186 -0.728 -0.205  -0.189
H -5.853 -3.331 -2.141  0.392
H -6.980 -2.399 -1.158  0.437
H -5.577 -3.266 -0.429  0.306
H -3.975 -1.682 -1.497  -0.784
H -6.311 -0.788 -3.077  0.271
H -4.614 -0.371 -3.088  0.184
C 3.224 1.124 2.601  -2.108
C 1.847 1.580 3.014  1.886
C 0.756 0.454 3.013  1.302
O 0.127 0.755 4.217  -0.241
C 0.867 1.441 5.066  0.434
O 0.568 1.595 6.258  -0.695
O 1.891 1.950 4.403  -0.534
H 3.660 0.356 3.241  0.369
H 4.015 1.865 2.488  0.448
H 3.196 0.660 1.616  0.314
H 1.556 2.510 2.524  -0.422
H 0.944 -0.619 3.059  0.120
H 0.246 0.705 2.083  -0.837
C 5.840 -1.792 -2.416  -1.691
C 5.224 -3.151 -1.946  2.137
C 3.974 -3.464 -2.561  -0.142
O 3.974 -4.906 -2.642  -0.227
C 5.189 -5.327 -2.579  0.630
O 5.481 -6.586 -2.614  -0.670
O 5.993 -4.256 -2.503  -0.396
H 5.822 -1.494 -3.465  0.386
H 6.907 -1.902 -2.223  0.426
H 5.625 -0.970 -1.733  0.247
H 5.143 -3.140 -0.859  -0.580
H 3.859 -3.160 -3.601  0.102
H 3.086 -2.931 -2.222  -0.150
C -2.941 -3.031 3.589  -0.905
C -2.118 -2.628 4.858  0.594
C -1.621 -3.699 5.828  -0.621
O -0.213 -3.750 5.658  -0.309
C 0.149 -2.818 4.917  0.332
O 1.338 -2.586 4.603  -0.568
O -0.904 -2.047 4.364  0.023
H -2.698 -3.975 3.100  0.013
H -2.891 -2.233 2.849  0.102
H -3.957 -3.207 3.942  0.520
H -2.760 -1.990 5.465  0.187
H -1.992 -4.653 5.454  0.329
H -1.844 -3.494 6.875  0.327
C 4.260 4.258 0.494  -1.445
C 4.184 5.007 -0.845  0.550
C 4.256 4.097 -2.080  -0.490
O 3.223 4.618 -2.866  -0.237
C 2.524 5.424 -2.256  0.631
O 1.466 5.898 -2.586  -0.637
O 3.023 5.626 -1.033  -0.355
H 3.865 3.243 0.442  0.223
H 3.645 4.665 1.297  0.369
H 5.286 4.155 0.846  0.476
H 4.894 5.832 -0.907  0.341
H 4.143 3.057 -1.775  0.290
H 5.267 4.150 -2.484  0.316
C -1.421 3.968 7.409  -1.501
C -2.459 3.943 6.298  0.309
C -1.921 4.197 4.948  -0.618
O -2.289 2.996 4.262  0.233
C -2.965 2.128 5.073  0.442
O -3.116 0.941 4.855  -0.566
O -3.184 2.716 6.146  -0.375
H -1.947 4.170 8.342  0.405
H -0.632 4.720 7.414  0.359
H -0.884 3.036 7.585  0.327
H -3.239 4.692 6.428  0.388
H -0.836 4.095 4.941  0.378
H -2.333 5.101 4.499  0.352
C -2.429 -3.812 0.140  -1.104
C -1.743 -5.176 0.405  0.576
C -2.221 -6.273 -0.560  -0.665
O -1.081 -6.624 -1.281  -0.346
C -0.045 -6.078 -0.817  0.375
O 1.118 -6.362 -1.100  -0.564
O -0.367 -5.045 -0.016  -0.039
H -3.412 -3.801 0.611  0.506
H -2.477 -3.600 -0.929  0.345
H -1.960 -2.938 0.591  0.087
H -1.838 -5.422 1.463  0.218
H -3.033 -5.956 -1.214  0.308
H -2.639 -7.101 0.011  0.323
C 6.365 -3.288 3.971  -1.425
C 6.951 -2.399 2.866  0.401
C 7.172 -3.019 1.475  -0.229
O 6.585 -2.108 0.557  -0.255
C 5.972 -1.150 1.262  0.604
O 5.417 -0.169 0.765  -0.500
O 5.835 -1.589 2.552  -0.237
H 6.459 -2.898 4.984  0.424
H 7.053 -4.131 4.040  0.420
H 5.308 -3.550 3.931  0.218
H 7.778 -1.814 3.269  0.326
H 6.712 -4.007 1.473  -0.125
H 8.129 -3.235 0.999  0.403
C 2.904 -4.301 2.079  -1.111
C 3.435 -5.730 1.782  0.788
C 4.257 -5.765 0.549  0.641
O 5.496 -6.299 1.028  -0.416
C 5.482 -6.376 2.389  0.585
O 6.423 -6.644 3.102  -0.608
O 4.318 -5.976 2.832  -0.356
H 2.357 -4.267 3.021  0.338
H 2.224 -3.892 1.331  0.494
H 3.692 -3.574 2.277  -0.100
H 2.738 -6.567 1.753  0.204
H 4.447 -4.724 0.285  -1.051
H 3.797 -6.409 -0.200  0.476
C 0.895 -0.260 -6.502  -1.037
C 2.383 -0.784 -6.573  0.637
C 3.124 -0.212 -7.677  -0.695
O 3.743 0.868 -7.130  -0.338
C 3.872 0.717 -5.821  0.462
O 4.608 1.409 -5.120  -0.605
O 3.057 -0.313 -5.457  -0.088
H 0.385 -0.417 -7.453  0.462
H 0.886 0.822 -6.371  0.181
H 0.402 -0.639 -5.607  0.151
H 2.463 -1.857 -6.744  0.271
H 2.520 0.110 -8.525  0.320
H 3.883 -0.924 -7.999  0.335
N -0.782 2.056 0.063  0.476
C 0.315 1.396 -0.558  -2.369
C 0.023 0.065 -0.608  -0.062
C -1.360 -0.131 -0.386  1.501
C -1.768 1.135 0.172  -1.763
H -0.722 2.998 0.422  0.967
H 1.249 1.935 -0.613  0.791
H 0.724 -0.661 -0.993  0.291
H -1.914 -1.058 -0.409  -0.384
H -2.769 1.259 0.558  0.518
N -1.896 5.086 0.307  0.294
C -1.972 4.697 1.612  -0.581
C -0.648 4.518 2.046  -0.389
C 0.273 4.871 0.988  -0.861
C -0.572 5.211 -0.095  -0.939
H -2.724 5.339 -0.214  0.633
H -2.922 4.589 2.114  0.524
H -0.335 4.122 3.000  0.064
H 1.342 5.005 1.056  0.476
H -0.305 5.645 -1.047  0.635
N -7.534 3.443 1.074  0.109
C -6.790 4.303 1.834  -0.750
C -7.217 5.671 1.656  -0.636
C -8.307 5.534 0.786  -0.222
C -8.397 4.253 0.365  -0.645
H -7.434 2.451 0.913  0.307
H -5.954 3.965 2.428  0.622
H -6.786 6.571 2.066  0.431
H -9.027 6.311 0.575  0.409
H -9.070 3.747 -0.311  0.398
N -0.923 -4.450 -4.397  -0.006
C 0.085 -4.286 -3.521  -1.325
C -0.032 -3.061 -3.006  0.129
C -1.252 -2.444 -3.613  -0.263
C -1.839 -3.403 -4.425  -1.136
H -1.116 -5.333 -4.847  0.252
H 0.767 -5.092 -3.297  0.702
H 0.592 -2.655 -2.224  0.333
H -1.810 -1.531 -3.467  0.816
H -2.727 -3.521 -5.027  0.496
N -1.062 2.785 -5.510  0.279
C -2.316 3.231 -5.737  -0.546
C -3.167 2.580 -4.923  -1.061
C -2.380 1.808 -4.061  0.386
C -1.084 1.955 -4.421  -1.730
H -0.228 3.109 -5.978  0.221
H -2.503 4.038 -6.431  0.398
H -4.226 2.778 -4.995  0.430
H -2.744 1.244 -3.215  0.756
H -0.107 1.629 -4.098  0.825
N -5.107 5.385 -0.865  0.197
C -4.510 4.506 -1.744  -0.523
C -3.535 5.218 -2.443  -0.412
C -3.609 6.545 -2.025  -0.880
C -4.632 6.642 -1.100  -0.325
H -5.915 5.144 -0.309  0.366
H -4.822 3.489 -1.561  0.368
H -2.841 4.733 -3.114  0.294
H -3.027 7.412 -2.299  0.415
H -5.071 7.522 -0.655  0.438



Number 1: LUMO 2.1338 eV, HOMO level -4.830 eV. Number 2: LUMO 2.1203 eV, HOMO level -5.741 eV. Number 3: LUMO -0.0902 eV, HOMO level -7.973 eV.